{"formula": "C41H57N11RuSb", "method": "wB97M-V/def2-TZVPD", "orbital_gap_ev": [7.78, 6.55], "e_above_lowest_kcal_mol": 5.08, "lumo_energy_ev": [-4.09, -6.17], "total_energy_ha": -2533.39741, "largest_force_ev_per_a": 0.5, "spin_multiplicity": 6, "total_charge": 2, "species": ["Ru", "C", "N", "C", "C", "N", "N", "C", "N", "N", "H", "H", "H", "H", "H", "H", "H", "H", "H", "H", "H", "C", "C", "N", "C", "C", "N", "C", "C", "H", "H", "H", "H", "H", "H", "H", "H", "H", "H", "H", "H", "C", "C", "C", "C", "C", "C", "H", "H", "H", "H", "H", "H", "H", "H", "H", "C", "C", "C", "C", "C", "C", "Sb", "C", "C", "C", "C", "C", "C", "C", "C", "C", "C", "C", "C", "H", "H", "H", "H", "H", "H", "H", "H", "H", "H", "H", "H", "H", "H", "H", "N", "C", "C", "N", "C", "H", "H", "H", "H", "C", "C", "N", "C", "C", "N", "H", "H", "H", "H", "H", "H"], "xyz": [[-0.5202, -0.6515, 0.8710], [2.0397, 3.9024, 0.2776], [0.6135, 4.0443, 0.5667], [0.0729, 5.3766, 0.8371], [-0.1596, 2.9353, 0.5267], [0.2546, 1.7279, 0.3884], [-1.5340, 3.1780, 0.6217], [-2.5361, 2.2292, 0.5891], [-3.7667, 2.7669, 0.3843], [-2.3236, 0.9702, 0.7867], [2.4410, 4.8761, 0.0095], [2.1960, 3.2385, -0.5727], [2.5940, 3.5229, 1.1408], [0.8976, 6.0442, 1.0624], [-0.5747, 5.3772, 1.7150], [-0.4643, 5.7942, -0.0196], [1.2611, 1.6288, 0.3344], [-1.8317, 4.1352, 0.5842], [-3.8690, 3.6901, -0.0005], [-4.5461, 2.1483, 0.2427], [-3.1858, 0.4546, 0.6680], [-1.7361, -0.3297, 3.7742], [-1.6739, -0.0813, 5.3109], [-0.3939, 0.5159, 5.6697], [0.6887, -0.4038, 5.3223], [0.6488, -0.7345, 3.8045], [-0.4417, 0.0530, 3.1562], [-0.2019, 1.4934, 3.3988], [-0.2159, 1.7651, 4.9309], [-2.5170, 0.2709, 3.3058], [-1.9176, -1.3835, 3.5535], [-1.7909, -1.0146, 5.8608], [-2.4742, 0.5901, 5.6221], [0.5890, -1.3089, 5.9206], [1.6352, 0.0658, 5.5901], [0.4526, -1.7883, 3.6243], [1.5806, -0.4833, 3.3030], [-0.9822, 2.0527, 2.8827], [0.7547, 1.7493, 2.9447], [-1.0258, 2.4448, 5.1970], [0.7197, 2.2257, 5.2478], [4.6239, 0.4385, 1.8740], [4.2043, -0.1362, 0.5144], [4.5363, 0.8621, -0.6058], [4.9390, -1.4619, 0.2594], [2.7513, -0.3901, 0.5298], [1.5649, -0.6749, 0.5517], [5.6962, 0.6441, 1.8719], [4.4131, -0.2678, 2.6799], [4.0964, 1.3720, 2.0837], [5.6193, 0.9507, -0.7126], [4.1378, 1.8531, -0.3742], [4.1193, 0.5375, -1.5609], [6.0173, -1.2891, 0.2380], [4.6407, -1.8945, -0.6987], [4.7226, -2.1836, 1.0502], [2.8480, 2.9888, -3.9837], [1.7594, 3.5205, -3.3024], [0.8072, 2.6748, -2.7491], [0.9266, 1.2917, -2.8922], [2.0261, 0.7623, -3.5650], [2.9823, 1.6129, -4.1103], [-0.5048, -0.0224, -2.0347], [-2.3166, 0.6332, -2.9522], [-3.1109, -0.2419, -3.6909], [-4.3071, 0.2000, -4.2473], [-4.7218, 1.5122, -4.0648], [-3.9441, 2.3865, -3.3160], [-2.7511, 1.9464, -2.7558], [-0.0917, -1.7613, -3.1894], [-0.1710, -1.7502, -4.5839], [0.1058, -2.9038, -5.3065], [0.4620, -4.0737, -4.6441], [0.5469, -4.0916, -3.2588], [0.2716, -2.9372, -2.5336], [3.5888, 3.6479, -4.4188], [1.6514, 4.5950, -3.2070], [-0.0298, 3.1049, -2.2112], [2.1415, -0.3097, -3.6747], [3.8303, 1.1972, -4.6412], [-2.7964, -1.2659, -3.8555], [-4.9101, -0.4812, -4.8355], [-5.6460, 1.8564, -4.5123], [-4.2626, 3.4138, -3.1808], [-2.1538, 2.6409, -2.1743], [-0.4401, -0.8402, -5.1100], [0.0466, -2.8903, -6.3882], [0.6760, -4.9714, -5.2115], [0.8318, -5.0046, -2.7483], [0.3462, -2.9470, -1.4528], [-4.5320, -2.6527, 0.4383], [-3.9753, -3.1938, -0.6961], [-2.7303, -2.6595, -0.7819], [-2.5231, -1.8028, 0.2833], [-3.6315, -1.8261, 0.9996], [-5.4517, -2.8514, 0.7962], [-4.5008, -3.8928, -1.3262], [-1.9710, -2.8482, -1.5254], [-3.8127, -1.2899, 1.9199], [2.0496, -3.8744, 0.6723], [0.6804, -4.0256, 1.2390], [-0.2123, -3.0929, 1.5521], [-1.2758, -3.7698, 2.1456], [-1.0285, -5.0975, 2.1800], [0.2085, -5.2405, 1.5967], [2.2034, -2.8680, 0.3018], [2.2162, -4.5884, -0.1366], [2.7950, -4.0675, 1.4475], [-2.1435, -3.2605, 2.5242], [-1.5982, -5.9302, 2.5610], [0.7038, -6.1089, 1.4774]], "forces_ev_per_angstrom": [[0.1, 0.5, -0.1], [0.0, 0.0, 0.1], [0.0, 0.1, -0.1], [0.1, -0.1, 0.0], [-0.1, 0.0, 0.0], [0.0, 0.0, 0.1], [0.1, -0.2, 0.0], [0.1, 0.0, 0.0], [0.0, 0.0, 0.1], [0.0, 0.0, 0.0], [0.0, 0.0, 0.0], [0.0, 0.0, 0.0], [0.0, 0.0, 0.0], [0.0, 0.0, 0.0], [0.0, 0.0, 0.0], [0.0, 0.0, 0.0], [0.0, 0.1, 0.0], [0.0, 0.1, 0.0], [0.0, 0.0, 0.0], [0.0, 0.0, 0.0], [-0.1, 0.1, -0.1], [0.1, 0.1, 0.2], [0.1, 0.0, -0.1], [0.0, 0.0, -0.1], [-0.1, 0.1, -0.1], [-0.1, 0.2, 0.2], [0.0, -0.3, -0.1], [0.0, -0.1, 0.2], [0.0, -0.1, -0.1], [0.0, 0.0, 0.0], [0.0, 0.0, 0.0], [0.0, 0.0, 0.0], [0.0, 0.0, 0.0], [0.0, 0.0, 0.0], [0.0, 0.0, 0.0], [0.0, -0.1, 0.0], [0.0, 0.0, -0.1], [0.0, 0.0, 0.1], [0.0, 0.0, 0.0], [0.0, 0.0, 0.0], [0.0, 0.0, 0.0], [0.0, 0.0, 0.0], [0.0, 0.0, -0.1], [0.0, 0.0, 0.0], [0.0, 0.0, 0.0], [0.2, 0.0, -0.1], [-0.1, 0.0, 0.0], [0.0, 0.0, 0.0], [0.0, 0.0, 0.0], [0.0, 0.0, 0.0], [0.0, 0.0, 0.0], [0.0, 0.0, 0.0], [0.0, 0.0, 0.1], [-0.1, 0.0, 0.0], [0.0, 0.0, 0.0], [0.0, 0.0, 0.0], [0.0, 0.0, 0.0], [0.0, 0.0, 0.0], [0.1, -0.1, -0.1], [0.0, 0.0, 0.1], [0.0, 0.1, 0.0], [0.0, 0.0, 0.0], [0.0, -0.3, -0.2], [0.0, 0.1, 0.1], [0.0, 0.1, 0.0], [0.0, 0.0, 0.0], [0.0, 0.0, 0.0], [0.0, 0.0, 0.0], [-0.1, -0.1, -0.1], [0.0, 0.0, -0.1], [0.0, -0.1, 0.1], [0.0, 0.0, 0.0], [0.0, 0.0, 0.0], [0.0, 0.0, 0.0], [0.0, 0.1, -0.2], [0.0, 0.0, 0.0], [0.0, 0.0, 0.0], [0.0, 0.0, 0.0], [0.0, 0.0, 0.0], [0.0, 0.0, 0.0], [0.0, 0.0, 0.0], [0.0, 0.0, 0.0], [0.0, 0.0, 0.0], [0.0, 0.0, 0.0], [0.0, 0.0, 0.0], [0.0, 0.0, 0.0], [0.0, 0.0, 0.0], [0.0, 0.0, 0.0], [0.0, 0.0, 0.0], [0.1, 0.0, 0.1], [0.0, -0.1, -0.1], [-0.1, 0.0, 0.1], [0.1, 0.1, 0.1], [0.0, 0.0, 0.0], [0.0, -0.1, -0.2], [0.0, 0.0, 0.0], [0.0, 0.1, 0.1], [-0.1, 0.0, 0.1], [0.0, 0.0, -0.1], [-0.1, 0.0, -0.1], [-0.1, 0.0, 0.2], [-0.2, -0.1, 0.0], [0.2, 0.2, 0.0], [0.1, 0.0, 0.0], [0.0, -0.1, 0.0], [0.0, 0.0, 0.0], [0.0, 0.0, 0.0], [0.0, 0.0, 0.0], [0.0, 0.0, 0.0], [0.1, 0.1, -0.1], [0.0, 0.0, 0.0]], "nbo_charge": [1.485, -0.422, -0.423, -0.428, 0.652, -0.831, -0.637, 0.655, -0.796, -0.822, 0.231, 0.228, 0.206, 0.245, 0.211, 0.203, 0.410, 0.418, 0.407, 0.413, 0.368, -0.264, -0.252, -0.397, -0.254, -0.269, -0.482, -0.252, -0.247, 0.208, 0.201, 0.215, 0.214, 0.216, 0.214, 0.222, 0.230, 0.204, 0.216, 0.209, 0.215, -0.582, -0.167, -0.581, -0.586, -0.031, -0.506, 0.227, 0.214, 0.201, 0.225, 0.199, 0.221, 0.225, 0.215, 0.210, -0.193, -0.215, -0.261, -0.294, -0.250, -0.188, 1.319, -0.411, -0.160, -0.216, -0.196, -0.202, -0.245, -0.436, -0.153, -0.221, -0.172, -0.214, -0.249, 0.232, 0.222, 0.198, 0.227, 0.230, 0.212, 0.228, 0.232, 0.218, 0.194, 0.215, 0.232, 0.231, 0.220, 0.210, -0.491, -0.057, -0.086, -0.556, 0.164, 0.442, 0.250, 0.249, 0.223, -0.675, 0.405, -0.557, -0.108, -0.069, -0.504, 0.268, 0.234, 0.244, 0.205, 0.242, 0.434]}